Record 1
The following is a quantum chemistry calculation of the molecule C2H6N4S, from the OMol25 dataset.

Each atom is followed by the atoms it is bonded to, with distances in Å.
CARTESIAN COORDINATES (ANGSTROEM)
1 S 0.43 0.96 0.33  C4 1.809, N12 1.689
2 H -0.70 -1.59 0.40  N5 1.009
3 H -1.71 -1.57 1.80  N5 1.035
4 C -0.74 0.17 1.46  S1 1.809, N5 1.372, N8 1.259
5 N -0.88 -1.18 1.31  H2 1.009, H3 1.035, C4 1.372
6 N 0.79 -1.00 -3.03  C9 1.281, H11 1.016
7 H -1.07 1.81 2.36  N8 1.014
8 N -1.32 0.82 2.37  C4 1.259, H7 1.014
9 C 0.36 -0.29 -2.05  N6 1.281, H10 1.069, N12 1.390
10 H -0.50 0.34 -2.19  C9 1.069
11 H 1.61 -1.55 -2.80  N6 1.016
12 N 0.84 -0.27 -0.75  S1 1.689, C9 1.390, H13 1.043
13 H 1.75 -0.74 -0.57  N12 1.043

The value obtained for the total energy is -18966.4789 eV. The HOMO-LUMO gap is 10.11 eV. As for the spin multiplicity: 1. The value obtained for the energy above the lowest of the compared OMol25 structures with the same formula, charge and spin is 13.1 kcal per mole. The total charge is 0. The HOMO energy is -0.3507 Ha. As for the SMILES: [H]/N=C\NS/C(N)=N\[H]. The lowest unoccupied orbital energy is 0.021 Eh.

***

Record 2
The following is a quantum chemistry calculation of the molecule C2H6N4S, from the OMol25 dataset.

Each atom is followed by the atoms it is bonded to, with distances in Å.
CARTESIAN COORDINATES (ANGSTROEM)
1 H 1.47 -2.25 -1.57  N13 1.022
2 H -2.54 -0.19 1.12  C6 1.064
3 H 0.73 1.37 0.59  C8 1.127
4 H -1.12 0.37 1.99  C6 1.170
5 S -1.22 0.75 -0.61  C6 1.853, C8 1.767
6 C -1.86 0.62 1.12  H2 1.064, H4 1.170, S5 1.853, H11 1.102
7 H 1.60 -0.89 0.86  N9 1.031
8 C 0.51 0.66 -0.26  H3 1.127, S5 1.767, N9 1.747, N10 1.454
9 N 0.91 -1.00 0.10  H7 1.031, C8 1.747, N13 1.473
10 N 1.16 0.77 -1.56  C8 1.454, N12 1.207
11 H -2.57 1.39 1.48  C6 1.102
12 N 1.44 -0.30 -2.05  N10 1.207, N13 1.305
13 N 1.50 -1.30 -1.21  H1 1.022, N9 1.473, N12 1.305

The value obtained for the total energy is -18957.7915 eV. The HOMO-LUMO gap (spin up / spin down) is 4.52 / 5.14 eV. As for the spin multiplicity: 3. The value obtained for the energy above the lowest of the compared OMol25 structures with the same formula, charge and spin is 93.4 kcal per mole. The total charge is 0. As for the expectation value of S²: 2.012. The HOMO energy (spin up / spin down) is -0.1424 / -0.3118 Ha. The lowest unoccupied orbital energy (spin up / spin down) is 0.024 / -0.123 Eh.